*P*
The following is a quantum chemistry calculation of C4H2N4 in the gas phase, from OMol25.

Positions of all 10 atoms, in Å:
1 N 3.535 -0.523 -0.017
2 C 2.493 0.035 -0.146
3 C 1.427 0.938 0.054
4 N 0.100 0.710 0.179
5 N -0.114 -0.619 0.232
6 C -1.359 -0.985 -0.022
7 C -2.621 -0.118 0.032
8 N -3.577 0.537 -0.100
9 H 1.724 2.103 -0.095
10 H -1.607 -2.079 -0.118

Calculated values
2S+1: 1
Charge: 0
LUMO (eV): -2.02
Molar mass (Da): 106.1
HOMO (eV): -10.71

*Q*
The following is a quantum chemistry calculation of a molecular structure, C4H2N4, from OMol25.

Positions of all 10 atoms, in Å:
1 C 0.647 -0.549 1.695
2 C -0.090 -0.784 -0.247
3 C -0.809 0.579 -1.696
4 C 0.166 0.629 0.164
5 H 1.181 -0.675 2.753
6 H -1.122 0.872 -2.672
7 N 0.466 -1.475 0.812
8 N -0.811 -0.869 -1.242
9 N -0.240 1.388 -0.902
10 N 0.612 0.884 1.335

Calculated values
2S+1: 1
Charge: 0
LUMO (eV): -2.21
Molar mass (Da): 106.1
HOMO (eV): -10.35

Least stable of them? *P*.

*P*
The following is a quantum chemistry calculation of a molecular structure, CH3O4P, from OMol25.

Positions of all 9 atoms, in Å:
1 C 0.079 -0.017 -0.138
2 O 0.349 -1.361 -2.597
3 O 1.901 -2.481 0.300
4 O 2.334 -1.192 -0.975
5 O 0.699 -2.844 -0.296
6 P 0.787 -1.310 -1.202
7 H -1.000 0.073 -0.055
8 H 0.300 -0.071 0.871
9 H 0.518 0.883 -0.449

Calculated values
2S+1: 1
Charge: 0
LUMO (spin up / spin down) (eV): -2.79 / -2.77
Molar mass (Da): 110.0
HOMO (spin up / spin down) (eV): -11.80 / -11.29

*Q*
The following is a quantum chemistry calculation of CH3O4P in the gas phase, from OMol25.

Positions of all 9 atoms, in Å:
1 O 3.262 -0.598 -0.338
2 C 2.227 -0.726 0.238
3 O 1.127 0.090 0.128
4 P -0.386 -0.447 0.602
5 O -1.249 0.492 -0.356
6 O -0.566 -1.765 -0.265
7 H 2.233 -1.539 0.978
8 H -1.523 1.249 0.013
9 H -0.599 -1.401 -1.222

Calculated values
2S+1: 1
Charge: 0
LUMO (eV): 0.65
Molar mass (Da): 110.0
HOMO (eV): -10.14

*R*
The following is a quantum chemistry calculation of CH3O4P in the gas phase, from OMol25.

Positions of all 9 atoms, in Å:
1 C -0.423 -0.721 -0.348
2 O -0.049 -1.000 1.038
3 O 1.336 2.536 -0.902
4 O -0.474 0.060 1.881
5 O 0.381 0.238 -0.876
6 P 0.057 1.914 -0.699
7 H -1.476 -0.426 -0.304
8 H 0.934 -0.933 1.095
9 H -0.286 -1.668 -0.884

Calculated values
2S+1: 1
Charge: 0
LUMO (eV): -0.41
Molar mass (Da): 110.0
HOMO (eV): -9.47

*S*
The following is a quantum chemistry calculation of CH3O4P in the gas phase, from OMol25.

Positions of all 9 atoms, in Å:
1 C 0.469 0.334 -0.655
2 O 1.404 0.001 0.355
3 O -2.930 -0.274 0.848
4 O 1.539 -1.349 0.907
5 O -0.772 0.510 -0.086
6 P -1.949 -0.681 -0.115
7 H 0.335 -0.565 -1.352
8 H 1.135 0.689 1.027
9 H 0.767 1.334 -0.929

Calculated values
2S+1: 1
Charge: 0
LUMO (eV): -0.59
Molar mass (Da): 110.0
HOMO (eV): -9.44

Least stable of them? *P*.